{"formula": "C23H33Br2CsN8O2", "method": "ωB97M-V/def2-TZVPD", "homo_ev": -6.67, "relative_energy_kj_mol": 0.0, "mol_weight_g_mol": 746.284, "homo_lumo_gap_ev": 6.83, "e_lumo_ha": 0.0060, "multiplicity": 1, "symbols": ["Cs", "Br", "C", "C", "C", "Br", "C", "C", "C", "C", "N", "C", "C", "O", "H", "H", "H", "H", "C", "N", "C", "C", "N", "C", "C", "N", "C", "C", "N", "C", "N", "C", "C", "C", "N", "C", "H", "H", "H", "H", "H", "H", "H", "H", "H", "H", "H", "H", "H", "H", "H", "H", "H", "H", "H", "H", "H", "H", "H", "H", "C", "C", "N", "O", "H", "H", "H", "H", "H"], "xyz": [[-0.88701, 0.84794, 1.09064], [-3.04737, 5.91149, -0.35452], [-1.19126, 5.69390, -0.01956], [-0.37637, 6.82836, -0.10069], [0.96464, 6.73680, 0.12561], [2.02505, 8.30927, 0.00061], [1.55217, 5.48960, 0.44705], [2.93078, 5.30577, 0.69360], [3.40990, 4.06491, 0.99818], [2.50699, 2.98996, 1.05678], [1.22279, 3.11747, 0.83082], [0.71959, 4.34294, 0.52869], [-0.72278, 4.41315, 0.28779], [-1.45042, 3.36900, 0.36326], [-0.82225, 7.78236, -0.34613], [3.59334, 6.15895, 0.63788], [4.46164, 3.90093, 1.19251], [2.86384, 1.98806, 1.27945], [-2.92906, -1.44619, -1.29919], [-2.70495, -2.86759, -1.16820], [-3.83803, -3.75379, -1.01020], [-3.12948, -5.07910, -0.80414], [-1.90703, -4.68574, -0.10316], [-0.84032, -5.66661, -0.22401], [-1.66184, -3.32978, -0.38227], [-0.72414, -2.55975, 0.00299], [0.35252, -3.05248, 0.83459], [1.09267, -1.88506, 1.48139], [1.62978, -0.94990, 0.52190], [2.84320, -0.94346, 0.13087], [3.91717, -1.78213, 0.36358], [3.98080, -2.98106, 1.16080], [5.13878, -1.21909, -0.18157], [4.59482, -0.29086, -1.25518], [3.31578, 0.08465, -0.68926], [2.39250, 0.79652, -1.54351], [-3.62757, -1.27626, -2.11929], [-1.98373, -0.96640, -1.54338], [-3.33359, -0.99954, -0.38433], [-4.47585, -3.74571, -1.89365], [-4.44344, -3.48162, -0.13428], [-2.88608, -5.53248, -1.77362], [-3.70417, -5.79364, -0.21571], [-1.25928, -6.64774, -0.00169], [-0.03800, -5.48360, 0.48128], [-0.42377, -5.69381, -1.23896], [1.07348, -3.63285, 0.24377], [-0.01727, -3.70320, 1.63984], [1.82916, -2.26643, 2.19567], [0.35403, -1.34804, 2.08623], [3.04104, -3.52360, 1.12742], [4.23708, -2.78484, 2.20770], [4.75039, -3.63228, 0.74342], [5.78038, -2.00453, -0.58208], [5.70145, -0.66469, 0.57918], [4.46733, -0.82287, -2.20905], [5.22382, 0.58256, -1.42564], [2.84515, 1.73752, -1.85677], [1.48288, 1.01894, -0.99623], [2.13381, 0.20928, -2.43426], [-6.06230, 1.08395, 0.34185], [-4.61495, 1.42739, 0.60952], [-4.17212, 2.58339, 0.09423], [-3.89210, 0.64747, 1.23118], [-6.68967, 1.96845, 0.23795], [-6.43130, 0.46019, 1.15155], [-6.11974, 0.51148, -0.58584], [-4.81040, 3.21108, -0.35989], [-3.21111, 2.92298, 0.23649]], "mulliken_charge": [1.29, -0.27, -0.12, -0.39, -0.10, -0.27, 1.30, -0.74, -0.93, -0.33, -0.12, -0.34, 0.30, -0.91, 0.42, 0.32, 0.41, 0.49, -0.95, 0.00, -0.60, -0.68, 0.06, -1.06, 0.08, -0.21, -0.45, -1.57, 0.03, -0.05, 0.18, -0.84, -0.73, -0.62, 0.29, -1.24, 0.29, 0.32, 0.35, 0.38, 0.30, 0.36, 0.36, 0.39, 0.33, 0.35, 0.34, 0.61, 0.54, 0.12, 0.29, 0.28, 0.30, 0.42, 0.31, 0.28, 0.36, 0.36, 0.23, 0.36, -1.16, 0.78, -0.18, -0.69, 0.41, 0.30, 0.25, 0.16, 0.29]}

=====

{"formula": "C23H33Cl2N3O6", "method": "ωB97M-V/def2-TZVPD", "homo_ev": -8.54, "mol_weight_g_mol": 518.438, "homo_lumo_gap_ev": 8.95, "e_lumo_ha": 0.0149, "multiplicity": 1, "symbols": ["C", "C", "O", "C", "O", "C", "C", "N", "C", "O", "C", "C", "C", "C", "C", "C", "N", "C", "C", "Cl", "C", "C", "Cl", "C", "C", "N", "C", "C", "O", "C", "O", "O", "C", "C", "H", "H", "H", "H", "H", "H", "H", "H", "H", "H", "H", "H", "H", "H", "H", "H", "H", "H", "H", "H", "H", "H", "H", "H", "H", "H", "H", "H", "H", "H", "H", "H", "H"], "xyz": [[-6.25515, -1.18753, -1.87035], [-5.17694, -2.07455, -1.18885], [-4.92790, -1.63802, -0.09613], [-4.00587, -0.68287, 0.08889], [-3.41794, -0.41968, -0.78517], [-3.70389, -0.00753, 1.29622], [-2.23691, 0.38907, 1.63191], [-1.82070, 1.33704, 0.63802], [-0.88994, 2.05088, 1.04798], [-0.49471, 2.41623, 2.34269], [-0.60622, 3.28220, -0.01827], [-0.13986, 2.89623, -1.49255], [0.97467, 1.66836, -1.10264], [2.18413, 1.75117, -0.65192], [3.14225, 1.10229, -0.46847], [2.71013, -0.44177, -0.53787], [3.69299, -1.54087, -0.43394], [4.91211, -1.19752, 0.29544], [6.04854, -0.73938, -0.43478], [7.65202, -0.51153, 0.32659], [3.17617, -2.72543, -0.21841], [2.43060, -3.31096, 0.79875], [1.95012, -4.94484, 0.66610], [1.54924, -0.72329, -1.08084], [0.60247, 0.42934, -1.41239], [0.32770, 4.13720, 0.81425], [0.64225, 5.26964, 0.30967], [1.71998, 6.30189, 1.02665], [0.01118, 5.83791, -0.63665], [-1.26462, -1.16856, 1.48906], [-0.14591, -1.04178, 1.45312], [-2.20235, -2.22715, 1.28003], [-1.65282, -3.43184, 1.14319], [-1.39142, -3.57886, -0.38346], [-5.80391, -0.36371, -2.19861], [-7.13851, -1.04313, -1.30884], [-6.61732, -1.80337, -2.80080], [-4.26960, -2.15005, -1.80792], [-5.73303, -3.04901, -0.93553], [-4.13920, -0.68306, 2.07143], [-4.15576, 0.88712, 1.49133], [-1.88803, 0.43586, 2.73647], [-1.76088, 1.18769, -0.33594], [-1.57301, 3.93680, 0.10648], [0.29323, 3.61466, -1.86714], [-0.97919, 2.38696, -1.84501], [2.32156, 3.02956, -0.41851], [4.11246, 1.32697, -0.20239], [5.29912, -1.81612, 0.88410], [4.83710, -0.31831, 0.84636], [6.22097, -1.53434, -1.37815], [5.67712, 0.26683, -1.16603], [4.11441, -3.46339, -0.47018], [2.87641, -3.14115, -1.32948], [2.97416, -3.06919, 1.60965], [1.77915, -2.56709, 0.85771], [1.24980, -1.65433, -1.35876], [-0.41709, 0.02837, -1.86950], [0.76680, 3.96155, 1.62820], [2.52827, 5.70034, 1.24513], [1.19517, 6.30698, 2.01474], [1.65961, 7.27031, 0.80813], [-2.19579, -4.16335, 1.47615], [-0.74830, -3.50513, 1.68993], [-2.24777, -3.71180, -0.59538], [-0.76608, -2.94840, -0.93404], [-0.86529, -4.63052, -0.47951]], "mulliken_charge": [-1.41, -0.19, -0.31, 0.96, -0.44, -1.70, -0.21, 0.41, 0.16, -0.81, -0.04, -2.50, 0.07, 0.24, -1.31, 1.11, 0.55, -1.47, -0.33, -0.18, -1.49, -0.43, -0.17, -1.29, 0.48, -0.02, 0.82, -1.40, -0.69, 0.30, -0.44, -0.39, -0.50, -1.77, 0.48, 0.34, 0.31, 0.35, 0.24, 0.30, 0.54, 0.60, 0.15, 0.58, 1.34, 0.46, -0.35, 0.67, 0.88, 0.53, 0.28, 0.18, 0.52, 0.42, 0.62, 0.19, 0.78, 0.09, 0.14, 0.37, 0.34, 0.43, 0.74, 0.32, 0.93, 0.34, 0.30]}

=====

{"formula": "C23H33Cl7N3", "method": "ωB97M-V/def2-TZVPD", "homo_ev": -10.93, "mol_weight_g_mol": 599.709, "homo_lumo_gap_ev": 8.00, "e_lumo_ha": -0.1078, "total_charge": 1, "multiplicity": 1, "symbols": ["Cl", "C", "N", "C", "C", "C", "C", "C", "N", "C", "C", "N", "C", "C", "C", "C", "C", "C", "C", "C", "C", "H", "H", "H", "H", "H", "H", "H", "H", "H", "H", "H", "H", "H", "H", "H", "H", "H", "H", "H", "H", "H", "Cl", "C", "C", "Cl", "H", "H", "H", "H", "Cl", "C", "C", "Cl", "H", "H", "H", "H", "Cl", "C", "C", "Cl", "H", "H", "H", "H"], "xyz": [[0.32572, -2.04373, 1.69898], [1.29223, -2.95164, 0.39790], [2.75477, -2.93923, 0.65932], [3.46366, -2.02216, -0.29050], [2.59872, -0.68193, -0.45062], [3.44475, 0.45440, -1.17782], [4.85357, 0.25349, -1.77331], [5.57816, 1.43111, -2.40177], [5.18548, 2.78223, -2.60604], [3.87079, 2.90638, -2.08015], [2.96833, 1.90853, -1.37579], [1.22624, -0.91476, -1.07869], [0.88728, -2.37214, -1.07695], [-0.66913, -2.71266, -1.28011], [-1.59780, -1.46859, -1.69232], [-2.32609, -0.79047, -0.41346], [-1.88300, 0.59872, 0.16338], [-2.58078, 1.30298, 1.35847], [-3.78923, 0.58414, 2.00854], [-4.21721, -0.81924, 1.47243], [-3.52393, -1.53704, 0.27782], [0.92754, -4.04486, 0.41726], [3.13222, -3.88448, 0.48035], [4.51457, -1.74536, 0.08447], [3.61741, -2.52024, -1.31520], [2.39962, -0.29732, 0.62307], [5.34726, -0.77593, -1.73873], [6.64251, 1.20220, -2.78863], [3.42071, 3.96119, -2.21996], [1.94049, 2.22912, -0.99502], [0.57454, -0.32740, -0.50872], [1.22399, -0.56719, -2.06116], [1.45289, -2.92909, -1.91648], [-1.10658, -3.26696, -0.36488], [-0.75430, -3.47798, -2.14514], [-2.46726, -1.90948, -2.31493], [-1.05877, -0.67180, -2.31435], [-0.99486, 1.11965, -0.33206], [-2.22720, 2.32769, 1.74163], [-4.34415, 1.08638, 2.86265], [-5.11011, -1.30950, 1.98842], [-3.88579, -2.56903, -0.07194], [-2.91436, 6.15247, 0.80279], [-2.85032, 5.66370, 2.51399], [-1.42973, 5.43632, 2.99080], [-0.69229, 3.99502, 2.24388], [-3.46258, 4.76758, 2.63346], [-3.30989, 6.46852, 3.09089], [-1.42244, 5.27204, 4.07013], [-0.79067, 6.29401, 2.77390], [-6.70131, 0.78850, 3.09688], [-7.93477, 1.93191, 3.68413], [-7.78358, 3.30365, 3.05875], [-6.31273, 4.13941, 3.61974], [-7.86486, 1.97656, 4.77240], [-8.90752, 1.51058, 3.42344], [-8.63108, 3.93321, 3.33676], [-7.74587, 3.24657, 1.96942], [5.90867, -3.64409, -1.35791], [6.55641, -4.32950, -2.87111], [5.47417, -4.96735, -3.71840], [4.82540, -6.45046, -2.97560], [7.33757, -5.04572, -2.61080], [7.01924, -3.50653, -3.41909], [5.88378, -5.25230, -4.68942], [4.64155, -4.28211, -3.88896]], "mulliken_charge": [-0.09, -0.58, -0.38, -1.06, 0.56, 0.02, -0.34, -0.20, -0.48, -0.28, -0.35, 0.33, -0.14, -0.81, -0.94, 0.49, -0.07, -0.03, -0.39, -0.34, -0.57, 0.51, 0.39, 0.60, 0.33, 0.27, 0.16, 0.29, 0.30, 0.29, -0.15, 0.56, 0.37, 0.50, 0.35, 0.41, 0.36, 0.43, -0.35, 0.40, 0.27, 0.31, -0.18, -0.22, -0.49, -0.16, 0.05, 0.36, 0.31, 0.35, -0.17, -0.52, -0.47, -0.17, 0.33, 0.32, 0.34, 0.31, -0.13, -0.43, -0.47, -0.17, 0.37, 0.29, 0.35, 0.27]}

=====

Question: Which formula does entry 1 have?
Answer: C23H33Br2CsN8O2